Record 1
{
  "formula": "C25H37BrFeN2O4",
  "method": "wB97M-V/def2-TZVPD",
  "species": ["Fe", "C", "C", "C", "C", "C", "Br", "N", "C", "H", "H", "H", "H", "H", "H", "C", "C", "C", "C", "C", "C", "C", "C", "C", "C", "O", "O", "H", "H", "H", "H", "H", "H", "H", "H", "H", "H", "H", "N", "C", "H", "C", "C", "O", "C", "C", "H", "H", "H", "H", "H", "H", "H", "H", "H", "H", "C", "C", "C", "C", "O", "H", "H", "H", "H", "H", "H", "H", "H", "H"],
  "positions_angstrom": [[1.401, -0.570, 0.283], [1.063, 4.815, 1.400], [1.826, 3.578, 1.783], [2.948, 3.617, 2.604], [3.622, 2.449, 2.912], [3.130, 1.272, 2.373], [4.023, -0.357, 2.766], [2.069, 1.201, 1.600], [1.431, 2.338, 1.307], [1.512, 5.706, 1.838], [0.027, 4.758, 1.737], [1.048, 4.941, 0.317], [3.300, 4.562, 2.999], [4.499, 2.442, 3.540], [0.577, 2.232, 0.649], [-6.418, -1.164, -2.293], [-4.985, -0.989, -1.872], [-4.385, 0.261, -1.868], [-3.070, 0.447, -1.453], [-2.513, 1.845, -1.416], [-2.324, -0.670, -1.065], [-2.907, -1.948, -1.062], [-2.153, -3.183, -0.640], [-4.232, -2.079, -1.456], [-0.912, -0.525, -0.586], [-0.041, -1.379, -0.923], [-0.591, 0.409, 0.197], [-6.798, -0.269, -2.784], [-7.054, -1.368, -1.429], [-6.526, -2.002, -2.983], [-4.958, 1.125, -2.188], [-3.190, 2.532, -1.922], [-1.539, 1.903, -1.896], [-2.382, 2.178, -0.386], [-1.355, -3.413, -1.344], [-2.834, -4.032, -0.582], [-1.679, -3.055, 0.335], [-4.685, -3.065, -1.445], [3.053, -2.997, -0.681], [2.505, -2.116, -0.166], [3.477, -3.742, -1.186], [-1.794, -0.871, 2.816], [-0.354, -0.416, 2.948], [0.599, -1.270, 2.284], [0.834, -2.429, 3.095], [1.678, -3.472, 2.415], [-2.425, -0.190, 3.390], [-1.962, -1.875, 3.206], [-2.121, -0.831, 1.779], [-0.062, -0.358, 4.003], [-0.237, 0.566, 2.506], [-0.129, -2.867, 3.370], [1.322, -2.094, 4.018], [1.205, -3.828, 1.500], [1.787, -4.319, 3.095], [2.670, -3.091, 2.182], [3.587, 1.747, -2.491], [2.475, 0.717, -2.279], [1.149, 1.337, -2.717], [2.758, -0.523, -3.136], [2.500, 0.397, -0.919], [3.671, 2.045, -3.539], [4.541, 1.329, -2.165], [3.381, 2.634, -1.888], [1.167, 1.623, -3.772], [0.956, 2.230, -2.118], [0.339, 0.626, -2.572], [2.842, -0.274, -4.197], [1.947, -1.245, -3.017], [3.693, -0.986, -2.810]],
  "forces_ev_per_a": [[-0.340, -0.405, -0.182], [0.007, -0.002, 0.005], [-0.015, 0.044, 0.004], [-0.012, -0.001, -0.018], [-0.009, -0.013, -0.022], [0.043, -0.085, 0.097], [0.012, 0.054, 0.024], [0.114, -0.276, -0.033], [0.124, -0.031, -0.053], [0.002, -0.003, 0.002], [-0.001, -0.003, -0.001], [0.001, -0.003, -0.002], [-0.002, 0.002, -0.001], [0.004, 0.000, -0.004], [-0.010, -0.025, -0.010], [0.003, 0.006, -0.004], [0.000, 0.004, 0.004], [-0.001, 0.014, -0.002], [-0.024, 0.051, 0.085], [-0.035, 0.022, -0.001], [0.051, -0.115, 0.092], [0.019, -0.040, -0.080], [-0.035, -0.022, 0.016], [0.012, -0.014, -0.005], [0.017, 0.000, 0.080], [0.100, -0.032, 0.124], [0.239, 0.217, -0.180], [0.001, 0.001, 0.001], [0.001, -0.001, 0.002], [0.003, -0.002, 0.001], [0.002, 0.001, -0.003], [-0.009, -0.006, -0.010], [0.077, 0.010, -0.008], [0.010, -0.010, -0.024], [-0.012, -0.013, 0.004], [-0.015, 0.002, 0.002], [0.009, 0.022, -0.009], [-0.001, 0.001, 0.001], [-0.013, -0.044, 0.053], [0.065, 0.667, 0.237], [0.017, 0.033, -0.029], [-0.022, -0.012, 0.003], [0.130, 0.085, -0.012], [-0.348, -0.263, -0.101], [0.071, 0.070, 0.045], [-0.008, 0.004, -0.039], [-0.004, 0.001, -0.002], [0.016, -0.006, 0.007], [0.014, -0.019, -0.015], [0.006, 0.018, 0.003], [-0.013, -0.002, -0.001], [-0.020, 0.004, 0.004], [-0.001, 0.002, -0.005], [0.003, 0.008, -0.023], [0.000, -0.002, -0.005], [0.002, -0.007, 0.005], [0.062, -0.013, -0.040], [0.191, -0.197, 0.095], [0.012, 0.076, 0.090], [-0.074, -0.019, -0.006], [-0.259, 0.327, -0.185], [-0.003, 0.007, -0.002], [-0.003, 0.003, -0.002], [0.006, 0.002, 0.003], [0.025, 0.004, 0.012], [-0.075, -0.005, 0.007], [-0.116, -0.070, 0.009], [0.000, 0.003, -0.003], [0.012, -0.020, 0.017], [0.005, 0.019, -0.014]],
  "lowdin_charge": [0.552, -0.039, -0.235, -0.016, -0.095, -0.700, 0.803, 0.016, -0.066, 0.076, 0.085, 0.085, 0.118, 0.100, 0.114, -0.052, -0.265, -0.010, -0.186, -0.029, -0.053, -0.190, -0.034, -0.012, -0.568, -0.040, -0.043, 0.073, 0.082, 0.079, 0.113, 0.076, 0.064, 0.084, 0.083, 0.075, 0.075, 0.116, 0.215, -0.056, 0.105, -0.046, -0.243, -0.241, -0.262, -0.086, 0.086, 0.071, 0.065, 0.124, 0.090, 0.112, 0.118, 0.075, 0.086, 0.033, -0.050, -0.725, -0.041, -0.053, -0.289, 0.078, 0.079, 0.074, 0.086, 0.078, 0.062, 0.078, 0.071, 0.072],
  "gap_ev": [7.931, 7.950],
  "multiplicity": 1,
  "energy_ha": -5223.00550,
  "total_charge": 0
}

Record 2
{
  "formula": "C31H45F3N9O9SV",
  "method": "wB97M-V/def2-TZVPD",
  "species": ["V", "N", "O", "O", "O", "N", "O", "O", "O", "C", "F", "F", "F", "S", "O", "O", "O", "N", "C", "C", "C", "C", "H", "H", "H", "H", "H", "N", "C", "C", "C", "C", "H", "H", "H", "H", "H", "N", "C", "C", "C", "C", "H", "H", "H", "H", "H", "N", "C", "C", "C", "C", "H", "H", "H", "H", "H", "N", "C", "C", "C", "C", "H", "H", "H", "H", "H", "N", "C", "C", "C", "C", "H", "H", "H", "H", "H", "C", "C", "N", "C", "C", "C", "C", "H", "H", "H", "H", "H", "H", "H", "H", "H", "H", "H", "H", "H", "H", "H"],
  "positions_angstrom": [[-26.067, -16.803, -8.951], [-27.479, -14.582, -8.549], [-27.729, -15.728, -8.189], [-28.118, -13.558, -8.464], [-26.351, -14.661, -8.963], [-26.394, -19.390, -8.475], [-25.841, -18.879, -9.399], [-26.387, -20.555, -8.261], [-26.823, -18.519, -7.744], [-25.906, -15.003, -12.843], [-26.326, -14.051, -11.959], [-26.747, -15.127, -13.853], [-24.638, -14.718, -13.236], [-25.852, -16.617, -11.735], [-25.662, -17.752, -12.576], [-24.882, -16.522, -10.665], [-26.935, -16.726, -10.812], [-27.970, -22.332, -11.358], [-28.791, -22.395, -12.476], [-28.272, -21.602, -13.511], [-27.120, -20.946, -13.026], [-26.963, -21.480, -11.772], [-28.084, -22.696, -10.422], [-29.660, -23.035, -12.437], [-28.691, -21.473, -14.498], [-26.538, -20.167, -13.495], [-26.228, -21.257, -11.012], [-21.388, -18.122, -10.859], [-20.497, -17.964, -9.820], [-20.126, -16.639, -9.791], [-20.931, -15.901, -10.719], [-21.680, -16.863, -11.413], [-21.896, -18.962, -11.094], [-20.243, -18.819, -9.211], [-19.447, -16.140, -9.115], [-20.979, -14.838, -10.906], [-22.478, -16.747, -12.132], [-22.461, -16.859, -17.676], [-22.383, -16.755, -16.304], [-23.444, -17.405, -15.686], [-24.207, -17.934, -16.761], [-23.660, -17.504, -17.955], [-21.830, -16.337, -18.268], [-21.517, -16.289, -15.859], [-23.697, -17.601, -14.654], [-25.163, -18.435, -16.733], [-23.967, -17.585, -18.987], [-31.124, -12.697, -12.136], [-31.578, -12.856, -13.416], [-30.840, -13.834, -14.089], [-29.991, -14.350, -13.122], [-30.153, -13.655, -11.957], [-31.513, -12.079, -11.439], [-32.472, -12.364, -13.768], [-30.960, -14.097, -15.130], [-29.256, -15.140, -13.168], [-29.655, -13.788, -11.007], [-28.893, -19.986, -17.023], [-27.653, -19.830, -16.493], [-27.734, -18.818, -15.577], [-29.029, -18.286, -15.578], [-29.723, -19.057, -16.513], [-29.080, -20.614, -17.792], [-26.904, -20.553, -16.781], [-26.864, -18.593, -14.979], [-29.421, -17.479, -14.977], [-30.742, -19.051, -16.872], [-21.820, -21.192, -12.862], [-21.788, -21.619, -11.563], [-22.782, -20.982, -10.833], [-23.528, -20.173, -11.743], [-22.946, -20.359, -12.989], [-21.152, -21.447, -13.576], [-21.055, -22.329, -11.210], [-22.975, -21.213, -9.796], [-24.482, -19.695, -11.576], [-23.229, -19.972, -13.957], [-23.016, -18.814, -7.904], [-23.641, -17.708, -6.936], [-24.229, -16.526, -7.659], [-24.630, -15.571, -6.604], [-25.625, -16.130, -5.607], [-23.075, -15.836, -8.267], [-23.330, -14.495, -8.973], [-21.985, -18.843, -7.550], [-23.207, -18.649, -8.965], [-23.452, -19.748, -7.549], [-24.498, -18.143, -6.423], [-22.990, -17.375, -6.128], [-23.746, -15.233, -6.064], [-25.101, -14.662, -6.980], [-25.994, -15.284, -5.028], [-26.509, -16.442, -6.163], [-25.197, -16.902, -4.968], [-22.724, -16.507, -9.051], [-22.227, -15.756, -7.588], [-23.702, -13.705, -8.320], [-23.981, -14.398, -9.841], [-22.357, -14.110, -9.277]],
  "forces_ev_per_a": [[0.128, 0.728, -0.272], [-0.679, 1.704, 0.599], [-4.556, -4.326, 2.249], [-0.043, -1.559, 0.037], [6.308, 2.329, -3.298], [0.230, -0.683, 1.996], [3.420, 1.549, -6.459], [-0.710, -1.993, 0.246], [-2.548, 2.565, 3.905], [0.499, 0.408, 1.905], [0.457, -0.917, -1.437], [0.881, 0.028, 0.671], [-1.832, -0.511, 0.244], [1.130, -1.441, -0.878], [-0.100, 0.366, -1.277], [4.814, 1.312, 1.222], [-6.702, 0.198, 0.285], [0.200, 1.303, -3.043], [-0.107, -1.172, 1.791], [1.212, 1.367, -0.326], [-2.036, -0.966, -1.561], [0.730, -0.276, 3.809], [-0.081, -0.113, -0.185], [-0.100, 0.146, -0.255], [-0.151, -0.011, 0.086], [0.094, -0.267, 0.061], [0.364, 0.187, -0.184], [-0.249, 1.907, -0.103], [-0.050, 0.182, -0.958], [-0.477, 0.797, 0.467], [-0.318, -2.034, -1.129], [0.686, -0.226, 1.393], [0.197, 0.086, 0.074], [0.305, 0.179, -0.135], [0.095, -0.365, 0.118], [0.254, -0.144, 0.038], [0.225, -0.108, -0.090], [-1.248, 0.055, 1.657], [0.486, -0.220, 0.829], [0.502, -0.216, -1.376], [-0.581, 0.667, -1.177], [0.973, -0.116, -0.154], [-0.428, -0.309, -0.188], [-0.097, 0.060, 0.020], [0.449, 0.385, 0.082], [0.089, -0.050, 0.198], [-0.158, -0.252, 0.196], [0.119, -1.098, -0.699], [-0.371, 0.040, -1.117], [-1.489, 1.238, 0.451], [1.486, -0.627, 0.963], [0.017, 0.320, 0.869], [0.144, -0.247, -0.210], [0.259, 0.342, 0.033], [-0.046, -0.100, 0.188], [-0.084, -0.033, -0.369], [-0.024, 0.121, -0.075], [0.315, -0.401, -0.632], [-0.096, -0.783, -0.044], [1.690, -0.334, 0.352], [-0.888, -0.679, -0.660], [-0.889, 0.728, 0.425], [-0.239, 0.237, 0.189], [0.324, 0.373, 0.171], [-0.215, 0.624, 0.136], [0.003, -0.092, -0.128], [0.014, 0.337, 0.216], [-1.828, 0.592, 0.707], [0.128, 0.491, 0.629], [0.344, -1.001, -0.557], [0.172, -1.230, -0.971], [0.804, -0.082, 0.029], [-0.320, 0.126, 0.070], [0.049, 0.141, -0.107], [-0.077, 0.263, -0.028], [0.311, 0.358, 0.098], [0.125, 0.105, 0.081], [-0.494, 1.014, 2.517], [-1.607, -1.158, -1.317], [0.482, 0.913, 1.153], [-0.962, 0.317, 1.356], [-0.260, 0.458, -0.281], [0.063, -0.186, -3.016], [0.294, 1.055, 0.672], [0.234, -0.158, -1.056], [0.354, 0.037, 0.238], [-0.094, -0.173, -0.423], [0.108, -0.234, -0.041], [0.424, 0.184, -0.344], [0.282, -0.068, -0.049], [0.314, -0.229, -0.609], [0.191, -0.138, 0.386], [-0.065, -0.601, 0.281], [-0.424, 0.089, 0.029], [0.150, 0.024, -0.015], [-0.300, 0.119, 0.455], [-0.023, -0.129, 0.399], [0.073, -0.894, 0.048], [0.046, -0.202, -0.079]],
  "lowdin_charge": [1.183, -0.535, -0.041, 0.152, -0.060, -0.604, -0.053, 0.125, 0.000, -0.538, 0.122, 0.179, 0.143, 0.557, -0.254, -0.351, -0.341, 0.124, 0.043, 0.033, 0.036, 0.009, 0.178, 0.146, 0.113, 0.103, 0.124, 0.032, -0.149, -0.114, -0.114, -0.106, 0.065, 0.107, 0.094, 0.092, 0.093, 0.017, -0.141, -0.105, -0.120, -0.123, 0.149, 0.105, 0.065, 0.062, 0.105, 0.026, -0.140, -0.100, -0.148, -0.138, 0.153, 0.105, 0.092, 0.074, 0.099, -0.001, -0.166, -0.153, -0.067, -0.128, 0.157, 0.118, 0.075, 0.093, 0.114, 0.045, -0.126, -0.124, -0.142, -0.098, 0.155, 0.115, 0.094, 0.061, 0.099, -0.042, -0.179, -0.205, -0.268, -0.062, -0.233, -0.065, 0.072, 0.054, 0.069, 0.091, 0.129, 0.133, 0.107, 0.094, 0.058, 0.083, 0.073, 0.136, 0.074, 0.063, 0.069],
  "gap_ev": [6.440, 2.783],
  "multiplicity": 4,
  "energy_ha": -4019.42559,
  "total_charge": 1
}